The following is a quantum chemistry calculation of a cluster of 2 separate species, C18H37NO5PS in total, from the Open Molecules 2025 dataset.

Structure (XYZ):
```
63
Properties=species:S:1:pos:R:3:forces:R:3
C -1.826 5.025 0.576 0.1 0.3 -0.3
O -2.132 4.773 -0.785 0.2 -0.5 0.3
C -2.995 3.665 -1.044 0.1 0.8 -0.5
C -2.408 2.788 -2.139 -0.3 -0.9 0.3
C -1.618 1.543 -1.665 0.3 1.3 -0.2
C -0.764 1.842 -0.435 -0.1 -0.3 0.1
C 0.331 0.811 -0.059 -1.1 0.0 0.1
P -0.256 -0.890 -0.476 1.3 -0.1 0.1
O 0.621 -1.922 0.142 -0.2 -0.3 0.2
C 0.506 0.781 1.489 0.6 -0.1 -0.4
C 1.948 1.016 1.958 0.1 -0.6 0.9
C 2.774 -0.263 1.844 0.4 0.8 -0.2
C 1.902 1.382 3.436 -0.3 -0.3 0.0
N 2.497 2.151 1.188 -1.6 0.1 -0.5
O 1.769 3.207 1.373 0.7 -0.1 0.1
C 2.739 1.864 -0.253 0.7 0.8 -0.9
C 2.739 3.211 -1.000 0.1 -0.4 -0.1
C 4.133 1.239 -0.476 -0.2 -0.3 0.7
C 1.627 0.991 -0.877 -0.4 -0.2 0.5
H -2.481 5.791 0.988 -0.2 0.0 0.1
H -1.853 4.128 1.186 -0.2 -0.2 0.1
H -0.812 5.408 0.623 0.2 0.1 0.0
H -3.229 3.115 -0.137 0.1 -0.2 0.2
H -3.937 4.075 -1.406 -0.2 0.1 0.0
H -1.821 3.382 -2.825 0.2 0.3 0.0
H -3.254 2.398 -2.700 -0.1 0.0 -0.3
H -0.978 1.254 -2.494 0.0 -0.4 -0.2
H -2.359 0.782 -1.468 0.0 -0.5 0.1
H -0.335 2.832 -0.534 0.3 0.2 0.0
H -1.433 1.907 0.413 -0.2 0.0 0.3
H -1.613 -1.013 -0.127 -0.1 0.2 -0.2
H -0.108 -0.986 -1.875 -0.6 0.2 -0.1
H 0.216 -0.195 1.868 0.0 -0.2 0.2
H -0.121 1.509 1.989 -0.2 0.3 -0.2
H 3.799 -0.048 2.137 0.2 0.0 0.0
H 2.388 -0.976 2.556 -0.3 -0.4 0.0
H 2.766 -0.672 0.844 -0.1 -0.4 -0.1
H 2.875 1.295 3.905 0.2 0.3 0.0
H 1.444 2.348 3.594 0.2 0.3 0.0
H 1.258 0.648 3.912 -0.1 -0.2 0.2
H 3.339 3.944 -0.480 0.0 0.3 0.2
H 1.741 3.578 -1.199 -0.2 0.3 0.3
H 3.215 3.049 -1.961 0.0 -0.1 -0.3
H 4.662 1.155 0.468 0.2 0.1 0.1
H 4.051 0.232 -0.860 0.1 -0.2 -0.2
H 4.735 1.832 -1.147 0.1 0.1 -0.2
H 2.002 0.004 -1.124 0.4 -0.2 0.0
H 1.360 1.454 -1.821 -0.1 0.0 -0.3
C -1.658 -6.846 -0.936 0.1 0.1 0.0
C -0.636 -6.171 -0.011 -0.1 0.0 0.0
C -0.969 -4.674 0.026 0.3 -0.3 0.1
S -2.732 -4.548 -0.277 0.2 -0.2 0.2
O -2.938 -3.863 -1.532 -0.1 0.1 0.1
O -3.403 -4.116 0.924 -0.1 0.2 -0.2
C -3.020 -6.298 -0.521 0.1 -0.3 -0.1
H -1.625 -7.931 -0.856 0.0 0.0 0.0
H -1.451 -6.579 -1.975 0.0 0.0 0.0
H -0.720 -6.593 0.993 0.0 0.0 0.0
H 0.386 -6.334 -0.349 0.0 0.0 0.0
H -0.743 -4.224 0.988 0.0 0.2 -0.1
H -0.457 -4.124 -0.759 0.0 0.1 0.0
H -3.796 -6.433 -1.271 0.0 0.1 0.0
H -3.342 -6.712 0.433 0.0 0.1 0.0
```
Positions in Å, forces in eV/Å.

Results
Total energy (Ha): -1878.44273
Molecular weight (g mol⁻¹): 410.5
Lowest unoccupied orbital energy (alpha / beta) (eV): 0.71 / 0.12
Multiplicity: 2

The following is a quantum chemistry calculation of a structure of composition C18H38AgFN2O2, from the Open Molecules 2025 dataset.

Structure (XYZ):
```
62
Properties=species:S:1:pos:R:3:forces:R:3
Ag -3.967 -0.381 0.524 0.6 0.0 0.0
F -1.926 0.043 -0.074 0.0 0.1 -0.2
C 0.870 -3.737 2.926 1.2 0.0 0.0
C -0.383 -2.887 3.125 0.2 -0.2 -0.3
C -0.694 -2.845 4.608 -1.3 0.1 1.0
C 0.168 -1.874 5.394 0.1 -0.1 -0.7
C 0.044 -0.508 4.766 -0.2 0.3 0.6
C 0.512 -0.478 3.314 0.2 0.1 0.5
N -0.246 -1.519 2.622 -1.0 0.3 -0.1
O 0.113 -1.613 1.256 0.3 0.4 -0.4
C 0.092 0.884 2.769 0.0 0.2 -0.4
C 2.039 -0.611 3.191 0.2 -0.1 -0.6
C -1.553 -3.506 2.375 -0.6 -1.0 0.2
H 1.733 -3.260 3.404 -0.2 0.0 0.1
H 1.206 -3.866 1.894 -0.5 0.1 -0.1
H 0.798 -4.724 3.385 -0.3 0.0 -0.1
H -1.753 -2.561 4.747 0.2 0.4 -0.2
H -0.722 -3.831 5.084 0.6 -0.2 -0.4
H 1.221 -2.153 5.291 0.0 -0.3 0.5
H -0.126 -1.838 6.439 0.1 -0.1 0.1
H 0.604 0.197 5.389 0.1 0.2 -0.4
H -1.001 -0.178 4.806 0.0 -0.1 -0.1
H 0.536 1.682 3.367 0.0 -0.1 0.0
H 0.428 1.032 1.747 0.2 0.0 -0.2
H -0.992 1.021 2.763 0.0 -0.2 0.2
H 2.538 -1.175 3.979 -0.2 0.1 0.2
H 2.272 -1.131 2.258 0.0 0.1 0.0
H 2.494 0.378 3.122 0.1 0.0 0.2
H -1.795 -4.468 2.850 0.1 0.1 -0.1
H -1.364 -3.714 1.323 0.3 0.1 0.0
H -2.481 -2.926 2.438 0.2 0.3 0.2
H -0.561 -1.092 0.792 0.0 0.0 0.1
C -2.321 2.834 -3.097 -1.0 -0.3 0.4
C -1.048 2.299 -3.740 -0.7 1.9 -0.6
C -0.122 3.496 -3.976 1.1 0.6 -0.3
C 1.314 3.047 -4.249 0.0 -0.4 -0.6
C 1.868 2.165 -3.133 -0.2 1.1 -1.0
C 0.975 0.960 -2.828 2.0 0.3 1.2
N -0.427 1.386 -2.786 0.4 -0.6 -1.3
O -1.244 0.483 -2.352 -0.7 -0.1 0.7
C 1.196 -0.157 -3.844 -0.7 0.7 -1.6
C 1.393 0.484 -1.427 -0.9 -0.8 0.6
C -1.435 1.666 -5.089 -0.1 -1.4 0.8
H -3.099 2.074 -2.983 0.2 -0.2 -0.1
H -2.776 3.586 -3.740 0.3 0.2 0.0
H -2.169 3.244 -2.097 0.2 0.2 -0.1
H -0.401 4.072 -4.861 -0.6 -0.3 0.1
H -0.205 4.214 -3.155 0.2 -0.2 0.2
H 2.024 3.837 -4.504 -0.3 0.4 0.5
H 1.301 2.519 -5.216 -0.1 -0.3 0.3
H 2.001 2.797 -2.252 -0.1 -0.2 0.2
H 2.868 1.877 -3.461 -0.1 -0.5 0.3
H 0.402 -0.900 -3.862 0.3 -0.3 0.5
H 1.155 0.269 -4.858 0.1 0.0 0.2
H 2.202 -0.552 -3.758 -0.1 -0.3 0.4
H 0.828 1.005 -0.654 0.1 0.3 0.1
H 1.181 -0.575 -1.252 0.0 0.1 -0.2
H 2.445 0.639 -1.209 0.1 0.1 -0.3
H -2.184 2.264 -5.595 0.3 0.4 -0.1
H -1.956 0.722 -4.881 0.2 0.0 -0.1
H -0.569 1.453 -5.706 -0.1 0.1 -0.2
H -1.300 0.431 -1.306 -0.5 -0.7 0.3
```
Positions in Å, forces in eV/Å.

Results
Total energy (Ha): -1215.10462
Relative energy (zero: lowest compared OMol25 entry of this formula, charge and spin) (eV): 0.2842
Molecular weight (g mol⁻¹): 441.4
Charge: +1
Lowest unoccupied orbital energy (alpha / beta) (eV): -4.85 / -5.27
Multiplicity: 2

The following is a quantum chemistry calculation of a structure of composition C18H38ClLi2O9, from the Open Molecules 2025 dataset.

Structure (XYZ):
```
68
Properties=species:S:1:pos:R:3:forces:R:3
Li -10.968 -17.076 11.732 -0.4 1.3 0.3
Li -7.093 -12.723 11.213 -0.8 -0.2 1.1
Cl -10.496 -13.671 11.844 -0.5 0.5 0.5
O -9.422 -13.068 11.094 0.5 -0.1 -0.3
O -10.622 -15.075 11.457 0.4 -0.9 -0.2
O -10.207 -13.608 13.250 0.0 -0.1 -0.2
O -11.724 -13.011 11.535 0.2 -0.2 0.0
C -12.518 -14.790 8.495 -0.4 -0.4 0.4
C -12.999 -13.411 8.090 -0.1 0.6 -0.3
C -12.188 -13.154 6.812 -0.8 0.7 0.5
O -10.976 -13.862 6.970 0.1 -0.3 -0.1
C -11.039 -14.687 8.145 -0.1 0.0 -0.5
H -13.002 -15.599 7.939 0.1 0.2 -0.4
H -12.747 -15.026 9.538 0.4 0.2 0.1
H -12.734 -12.668 8.847 0.2 -0.2 0.1
H -14.068 -13.272 7.920 0.0 -0.4 0.0
H -11.993 -12.083 6.706 0.2 -0.1 -0.1
H -12.774 -13.452 5.936 0.4 -0.4 -0.1
H -10.465 -14.203 8.936 0.0 -0.1 0.1
H -10.598 -15.644 7.857 0.1 0.0 0.3
C -6.484 -9.636 14.115 0.4 0.1 0.4
C -7.978 -9.895 14.322 0.2 -0.1 -0.5
C -8.319 -10.726 13.086 0.3 0.6 0.4
O -7.140 -11.526 12.838 0.2 -0.2 -0.5
C -5.972 -10.911 13.457 -0.8 0.1 0.0
H -5.943 -9.455 15.045 -0.1 0.0 0.0
H -6.315 -8.743 13.512 -0.1 -0.2 -0.2
H -8.515 -8.950 14.327 -0.3 -0.1 0.2
H -8.196 -10.472 15.219 0.1 0.1 0.1
H -8.458 -10.049 12.239 -0.3 -0.2 -0.1
H -9.155 -11.398 13.246 -0.1 0.0 -0.2
H -5.238 -10.734 12.673 0.2 -0.1 0.2
H -5.619 -11.602 14.221 0.3 -0.1 -0.2
C -11.656 -9.200 12.762 -0.3 -0.1 -0.4
C -11.620 -7.833 13.478 0.5 -0.3 -0.1
C -11.882 -8.195 14.948 -0.5 -0.3 0.1
O -11.703 -9.610 15.055 0.2 0.2 -0.2
C -12.190 -10.143 13.824 0.2 -0.5 0.6
H -10.664 -9.518 12.439 0.0 0.0 0.2
H -12.265 -9.225 11.857 -0.1 0.2 0.1
H -12.353 -7.152 13.055 0.0 0.1 0.2
H -10.628 -7.393 13.374 -0.1 0.2 -0.1
H -12.921 -7.960 15.216 0.1 0.1 0.0
H -11.219 -7.729 15.672 0.0 0.1 -0.1
H -13.284 -10.214 13.887 0.0 0.3 -0.3
H -11.815 -11.164 13.736 0.0 0.0 0.0
C -6.259 -16.678 12.429 -0.1 -0.3 0.3
C -6.297 -16.046 13.836 -0.2 0.0 0.3
C -7.227 -14.860 13.673 0.2 0.8 -0.4
O -7.021 -14.433 12.306 0.0 -0.1 -0.6
C -6.790 -15.585 11.490 0.5 -0.1 0.1
H -6.886 -17.570 12.398 0.0 0.1 0.0
H -5.254 -17.007 12.177 0.0 0.1 -0.1
H -5.315 -15.736 14.186 0.1 0.0 -0.2
H -6.705 -16.730 14.580 0.1 -0.1 0.0
H -6.995 -13.948 14.220 0.1 -0.3 0.5
H -8.274 -15.102 13.867 0.0 -0.1 -0.3
H -6.021 -15.323 10.758 -0.2 0.1 -0.1
H -7.703 -15.864 10.959 0.0 0.0 0.1
C -14.539 -17.198 11.310 0.5 -0.3 -0.6
C -13.702 -17.638 12.499 -0.7 0.1 -0.2
O -12.621 -16.718 12.781 0.0 -1.0 -0.3
H -15.367 -17.893 11.171 -0.2 0.2 0.2
H -13.967 -17.285 10.378 0.1 0.1 0.1
H -14.871 -16.164 11.371 -0.2 -0.1 0.2
H -13.289 -18.624 12.282 0.3 0.1 0.2
H -14.347 -17.743 13.372 0.2 0.0 0.2
H -13.019 -15.934 13.170 0.3 0.3 -0.1
```
Positions in Å, forces in eV/Å.

Results
Total energy (Ha): -1860.64940
Relative energy (zero: lowest compared OMol25 entry of this formula, charge and spin) (eV): 0.0000
Molecular weight (g mol⁻¹): 447.8
Charge: +1
Lowest unoccupied orbital energy (eV): -3.46
Multiplicity: 1